i.
Here is a molecular structure, C12H31N4O7Y from the OMol25 dataset. Energies are from wB97M-V/def2-TZVPD.

Values from the calculation:
HOMO energy: -7.62 eV
frontier orbital gap: 4.81 eV
M: 432.31 g mol⁻¹

Positions of all 55 atoms, in Å:
Y  1.08  0.92  0.44
O  1.32  1.60  3.78
H  1.43  1.93  4.69
O  0.64  -0.13  -2.70
H  0.22  -0.29  -3.57
O  2.25  4.01  -0.25
H  2.49  4.96  -0.28
C  6.48  0.82  -1.92
O  5.38  0.51  -1.47
N  6.91  0.46  -3.18
C  7.91  1.19  -3.87
C  6.06  -0.29  -4.10
H  7.33  1.37  -1.47
H  8.49  0.46  -4.43
H  8.59  1.62  -3.13
H  7.62  1.93  -4.61
H  5.20  -0.77  -3.63
H  5.75  0.13  -5.05
H  6.61  -1.16  -4.46
C  2.41  -4.40  2.39
O  2.07  -3.50  1.63
N  2.01  -5.74  2.21
C  1.99  -6.69  3.36
C  1.15  -6.17  1.14
H  3.02  -4.17  3.28
H  2.34  -7.62  2.92
H  0.99  -6.74  3.79
H  2.54  -6.29  4.22
H  0.56  -7.08  1.22
H  0.40  -5.39  1.09
H  1.77  -6.06  0.25
C  -2.96  4.99  -0.30
O  -2.60  3.81  0.02
N  -4.18  5.55  -0.34
C  -4.50  6.83  -0.94
C  -5.40  4.95  0.19
H  -2.24  5.80  -0.49
H  -5.21  6.81  -1.76
H  -3.63  7.35  -1.33
H  -5.01  7.48  -0.22
H  -5.66  5.37  1.17
H  -6.28  4.86  -0.44
H  -5.27  3.91  0.48
C  -3.65  -1.48  1.87
O  -2.62  -1.26  1.17
N  -4.82  -1.38  1.36
C  -5.97  -1.68  2.23
C  -5.05  -1.11  -0.05
H  -3.56  -1.88  2.90
H  -5.68  -1.58  3.27
H  -6.39  -2.66  1.99
H  -6.83  -1.01  2.19
H  -5.65  -1.93  -0.42
H  -5.70  -0.25  -0.22
H  -4.15  -0.91  -0.63

Results of the Löwdin charge analysis, in e, for atoms 1 through 8:
1. Y 2.0045
2. O -0.5740
3. H -0.1288
4. O -0.5604
5. H -0.1241
6. O -0.5236
7. H -0.1182
8. C -0.2911

---

ii.
Here is a molecular structure, C12H31N4O7Y from the OMol25 dataset. Energies are from wB97M-V/def2-TZVPD.

Values from the calculation:
HOMO energy: -7.61 eV
frontier orbital gap: 8.27 eV
M: 432.31 g mol⁻¹

Positions of all 55 atoms, in Å:
Y  0.01  -0.29  0.71
O  -1.31  -1.42  2.02
H  -1.84  -1.82  2.73
O  2.14  -0.90  0.78
H  3.08  -1.13  0.67
O  -0.19  1.93  0.80
H  0.29  2.77  0.67
C  1.27  0.87  -2.48
O  0.49  0.53  -1.54
N  2.40  1.60  -2.24
C  2.79  1.93  -0.87
C  3.39  1.84  -3.32
H  1.04  0.71  -3.55
H  3.53  2.73  -0.87
H  3.21  1.06  -0.37
H  1.88  2.22  -0.35
H  4.28  1.24  -3.13
H  2.99  1.76  -4.33
H  3.68  2.89  -3.24
C  -2.74  0.59  -1.41
O  -2.01  -0.18  -0.75
N  -4.06  0.69  -1.35
C  -4.75  1.71  -2.17
C  -4.80  0.10  -0.26
H  -2.28  1.35  -2.07
H  -4.05  2.21  -2.84
H  -5.08  2.51  -1.52
H  -5.58  1.21  -2.66
H  -4.96  0.91  0.45
H  -5.70  -0.29  -0.75
H  -4.26  -0.64  0.33
C  1.56  1.56  3.62
O  1.08  0.58  3.01
N  2.83  1.64  4.20
C  3.60  2.88  4.52
C  3.67  0.52  4.37
H  1.07  2.54  3.61
H  2.98  3.77  4.45
H  4.43  3.03  3.84
H  4.03  2.68  5.50
H  3.10  -0.20  4.96
H  3.92  0.03  3.44
H  4.57  0.62  4.98
C  -0.40  -3.16  -1.55
O  -0.10  -2.33  -0.68
N  -1.55  -3.83  -1.61
C  -1.66  -5.01  -2.47
C  -2.50  -3.75  -0.48
H  0.20  -3.32  -2.46
H  -1.26  -5.80  -1.83
H  -1.25  -4.81  -3.46
H  -2.67  -5.41  -2.62
H  -2.56  -2.73  -0.09
H  -3.54  -3.84  -0.77
H  -2.39  -4.36  0.41

Results of the Löwdin charge analysis, in e, for atoms 1 through 8:
1. Y 1.4579
2. O -0.4911
3. H -0.0465
4. O -0.4848
5. H -0.0482
6. O -0.4829
7. H -0.0584
8. C -0.2074

---

Most stable structure, least stable structure: ii, i.

---

i.
Here is a single C7H14O2 molecule from the OMol25 dataset. Energies are from wB97M-V/def2-TZVPD.

Values from the calculation:
HOMO energy: -9.48 eV
frontier orbital gap: 10.24 eV
M: 130.19 g mol⁻¹

Positions of all 23 atoms, in Å:
C  1.97  1.23  0.40
C  0.93  0.40  -0.35
C  1.18  0.39  -1.85
C  -0.51  0.84  0.00
C  -1.04  -0.22  0.98
C  -2.55  -0.43  0.93
C  -0.25  -1.44  0.53
O  0.73  -1.96  1.13
O  -0.74  -2.01  -0.58
H  1.94  2.27  0.07
H  1.80  1.20  1.47
H  2.98  0.86  0.21
H  1.22  -0.70  0.18
H  2.19  0.03  -2.07
H  1.08  1.39  -2.27
H  0.46  -0.25  -2.35
H  -0.54  1.84  0.44
H  -1.13  0.83  -0.90
H  -0.71  0.00  2.00
H  -2.87  -0.70  -0.07
H  -2.85  -1.23  1.62
H  -3.06  0.49  1.22
H  -0.24  -2.83  -0.75

Results of the Löwdin charge analysis, in e, for atoms 1 through 8:
1. C -0.0808
2. C -0.4457
3. C -0.0774
4. C -0.1169
5. C -0.2701
6. C -0.0495
7. C -0.5113
8. O 0.0218

---

ii.
Here is 2 unconnected molecules or ions with the total composition C7H14O2 from the OMol25 dataset. Energies are from wB97M-V/def2-TZVPD.

Values from the calculation:
HOMO energy: -9.86 eV
frontier orbital gap: 10.28 eV
M: 130.19 g mol⁻¹

Positions of all 23 atoms, in Å:
C  1.58  -0.85  -1.83
C  0.35  -1.24  -1.47
C  -0.83  -1.24  -2.39
C  0.10  -1.64  -0.07
O  -0.98  -1.92  0.39
H  2.40  -0.86  -1.13
H  1.79  -0.50  -2.83
H  -0.61  -0.77  -3.34
H  -1.15  -2.28  -2.57
H  -1.68  -0.73  -1.90
H  1.03  -1.70  0.54
C  -1.72  1.20  1.31
C  -0.27  1.38  0.87
C  0.77  0.78  1.93
O  2.07  0.71  1.41
H  -2.39  1.67  0.60
H  -1.96  0.14  1.38
H  -1.89  1.64  2.29
H  -0.03  2.44  0.78
H  -0.12  1.00  -0.15
H  0.50  -0.23  2.25
H  0.71  1.42  2.81
H  2.34  1.59  1.14

Results of the Löwdin charge analysis, in e, for atoms 1 through 8:
1. C 0.0888
2. C -0.3428
3. C -0.0512
4. C -0.2721
5. O 0.0559
6. H 0.0683
7. H 0.0714
8. H 0.0765

---

Most stable structure, least stable structure: i, ii.

---

i.
Here is 2 unconnected molecules or ions with the total composition C5H14NS from the OMol25 dataset. Energies are from wB97M-V/def2-TZVPD.

Values from the calculation:
HOMO energy (spin up / spin down): -19.50 / -19.49 eV
frontier orbital gap (spin up / spin down): 10.56 / 6.73 eV
spin multiplicity: 2
M: 120.24 g mol⁻¹
net charge: +2

Positions of all 21 atoms, in Å:
C  -1.37  2.06  -2.12
C  -0.22  1.12  -1.76
C  -0.76  -0.28  -1.44
S  0.54  -1.45  -1.00
H  -1.00  3.07  -2.26
H  -2.13  2.08  -1.34
H  -1.86  1.72  -3.03
H  0.50  1.07  -2.58
H  0.33  1.52  -0.90
H  -1.26  -0.70  -2.32
H  -1.48  -0.25  -0.62
H  -0.23  -2.19  -0.16
C  -0.39  -0.21  3.26
C  1.50  -0.09  1.70
N  0.40  0.37  2.16
H  -1.39  -0.43  2.90
H  -0.41  0.52  4.07
H  0.09  -1.12  3.60
H  1.89  -1.01  2.12
H  2.06  0.49  0.98
H  -0.01  1.18  1.70

Results of the Löwdin charge analysis, in e, for atoms 1 through 8:
1. C -0.0688
2. C -0.3066
3. C -0.4623
4. S 1.1568
5. H 0.0994
6. H 0.0893
7. H 0.0966
8. H 0.1257

---

ii.
Here is a gas-phase ion, C5H14NS (charge +2) from the OMol25 dataset. Energies are from wB97M-V/def2-TZVPD.

Values from the calculation:
HOMO energy (spin up / spin down): -19.81 / -19.94 eV
frontier orbital gap (spin up / spin down): 12.60 / 7.65 eV
spin multiplicity: 2
M: 120.24 g mol⁻¹
net charge: +2

Positions of all 21 atoms, in Å:
C  2.50  0.30  1.90
C  1.73  0.21  0.63
C  0.38  -0.61  0.91
C  -0.28  -1.18  -0.35
S  -1.44  -0.14  -1.34
C  -2.97  -0.28  -0.45
N  1.39  1.44  -0.22
H  1.95  0.83  2.71
H  3.50  0.74  1.77
H  2.72  -0.70  2.29
H  2.27  -0.35  -0.15
H  0.83  -1.33  1.61
H  -0.22  0.11  1.49
H  0.48  -1.69  -0.96
H  -0.99  -1.95  0.00
H  -3.62  0.57  -0.73
H  -2.77  -0.10  0.61
H  -3.56  -1.15  -0.77
H  0.63  1.94  0.25
H  2.14  2.13  -0.31
H  1.09  1.10  -1.13

Results of the Löwdin charge analysis, in e, for atoms 1 through 8:
1. C -0.0327
2. C -0.3282
3. C -0.1604
4. C -0.3655
5. S 1.1726
6. C -0.2861
7. N 0.2342
8. H 0.1150

---

Most stable structure, least stable structure: ii, i.